1.
# C48H49LuN3OP2S3Si

C48H49LuN3OP2S3Si as an isolated structure (wB97M-V/def2-TZVPD, the OMol25 dataset).

Output
LUMO (alpha / beta) = 1.288 / 1.270 eV
Net charge = -1
HOMO-LUMO gap (alpha / beta) = 2.91 / 2.91 eV

Structure (XYZ):
```
108
Properties=species:S:1:pos:R:3:lowdin_charge:R:1
S -0.397 -1.320 -3.494 0.64
C 5.924 1.704 -0.547 -0.14
H -5.590 1.251 5.478 0.07
C 0.084 4.295 3.807 -0.10
H -6.572 1.837 0.054 0.07
C 5.953 0.596 0.343 -0.09
C -6.002 1.221 4.455 -0.18
C 4.840 2.538 -0.569 -0.16
H 6.729 1.823 -1.237 0.07
Si -1.674 0.463 -4.107 0.44
C 2.121 -3.124 -7.584 -0.26
H -6.962 0.698 4.457 0.06
C -7.599 3.611 0.564 -0.19
C -3.167 -2.343 1.212 -0.10
Lu 0.595 -0.871 -0.943 1.31
H 6.002 -3.158 -1.114 0.10
H -0.612 2.664 -3.323 0.05
H 3.166 3.276 2.670 0.10
H 3.562 -0.964 6.251 0.12
C 2.973 -0.269 4.314 -0.07
C 3.750 1.196 1.190 -0.35
S 2.550 0.038 -2.581 0.51
C 3.760 2.326 0.254 -0.13
C -0.981 1.708 -2.831 -0.23
H -0.363 0.320 -6.253 0.01
C -2.304 -1.490 0.569 -0.16
H -2.623 4.030 1.359 0.06
C 3.212 -1.272 5.226 -0.09
H 2.043 5.219 3.834 0.10
C 3.777 -5.661 -0.716 -0.10
C -0.607 3.106 3.546 -0.10
H -1.652 2.065 -2.038 0.01
H 3.299 0.741 4.581 0.12
H 2.931 -3.347 5.762 0.11
H -7.575 1.685 1.491 0.09
H 6.774 0.003 0.518 0.05
H 1.577 -2.145 1.886 0.08
H -0.547 1.112 2.836 0.11
C 1.451 4.336 3.578 -0.08
H 0.070 -2.029 -6.160 0.10
H 4.861 3.426 -1.204 0.10
H -8.358 3.478 -0.192 0.06
C 2.230 -2.353 -6.415 -0.23
C 3.491 -1.806 -4.391 -0.09
H 4.472 -1.680 -3.901 0.11
N 2.253 -3.871 -8.499 0.08
H -2.537 -0.413 0.527 0.09
H 6.023 -5.494 -0.920 0.12
H -3.985 -1.911 1.782 0.10
H -5.616 4.801 1.641 0.07
C 2.232 -2.891 3.781 -0.09
C 2.351 -1.157 -3.818 -0.77
H -0.074 1.361 -2.271 -0.04
C 2.674 -3.505 -0.899 -0.26
C -3.429 -0.343 -4.187 -0.19
H 3.994 -1.731 -1.029 0.07
H -5.294 0.633 3.848 0.03
C -3.575 4.423 0.974 -0.17
H -7.237 2.707 3.596 0.08
P 2.209 0.695 1.869 0.82
C 5.057 -3.640 -1.018 -0.08
N 5.839 -2.971 -6.613 0.09
H -0.514 5.123 4.086 0.08
H -8.212 4.009 1.387 0.07
C 5.019 -5.009 -0.871 -0.08
C 3.905 -2.831 -1.013 0.00
O 1.257 0.269 0.669 -0.54
C 4.764 -2.753 -6.186 -0.23
C -4.726 4.154 1.919 -0.49
H -3.698 -4.296 1.767 0.10
C -6.124 2.571 3.746 -0.44
C -2.895 -3.707 1.337 -0.09
H 1.896 -3.926 3.448 0.13
C 3.487 -2.331 -5.685 -0.23
H -1.980 0.950 -6.441 0.03
H -6.937 4.424 0.201 0.07
C -1.125 -1.973 0.081 -0.23
C 1.053 -1.870 -5.756 -0.10
C 2.819 -2.590 4.979 -0.10
H 4.902 -0.504 1.812 0.08
C -6.863 2.375 0.966 -0.46
H -1.579 2.956 4.005 0.10
H 2.861 2.984 0.124 0.11
H -3.756 3.878 0.041 0.06
H -0.619 1.911 -5.681 0.03
C 1.384 2.042 2.688 -0.29
C -1.105 0.949 -5.801 -0.18
H -4.010 0.339 -4.830 0.03
H -1.742 -5.280 0.504 0.09
S 1.045 -5.465 -0.241 1.14
C 0.046 2.004 3.020 -0.09
H -3.501 5.471 0.727 0.06
C 2.076 -1.904 2.818 -0.07
H -3.840 -0.411 -3.242 -0.01
H -5.822 3.432 4.317 0.06
C 2.085 3.266 2.896 -0.06
C 1.100 -1.407 -4.447 -0.65
C 0.502 -3.862 -0.290 -0.56
H -4.404 4.490 2.996 0.11
P -5.420 2.511 2.046 0.91
C 2.651 -4.880 -0.683 -0.45
H 3.801 -6.718 -0.426 0.11
C -1.808 -4.230 0.702 -0.07
C 4.830 0.361 1.195 -0.14
N 1.372 -2.943 -0.740 -0.06
C 2.394 -0.578 3.063 -0.29
H -3.250 -1.239 -4.782 0.03
C -0.813 -3.381 0.180 -0.25
```

2.
# C48H50CrGe2NSb

C48H50CrGe2NSb as an isolated structure (wB97M-V/def2-TZVPD, the OMol25 dataset).

Output
LUMO (alpha / beta) = -2.778 / -3.143 eV
Net charge = +1
HOMO-LUMO gap (alpha / beta) = 6.11 / 7.59 eV
2S+1 = 6
<S²> = 8.814

Structure (XYZ):
```
103
Properties=species:S:1:pos:R:3:mulliken_spin:R:1
H -4.407 2.800 2.201 0.00
H 3.370 3.088 0.569 -0.01
C 0.634 -3.638 4.445 0.01
C 0.829 -0.065 -4.430 -0.01
H 1.082 4.202 0.025 0.00
H 6.648 5.387 -0.905 0.00
C -2.954 -0.638 -1.814 0.04
C -3.302 1.039 2.724 0.02
C -2.139 4.852 -3.066 0.00
H 0.201 -4.400 3.788 0.00
H -0.572 -3.370 -3.151 0.00
C 0.155 3.324 -2.558 -0.01
H 5.438 4.208 1.003 0.00
C 5.103 4.138 -0.020 0.00
C 0.783 4.988 -0.703 0.00
H -3.124 0.894 1.671 0.00
C 4.136 -1.342 -1.995 -0.03
H -2.346 -2.619 -2.135 0.01
Ge -1.746 -1.324 3.110 0.65
H 0.491 -0.842 -5.096 0.00
C -0.763 -1.505 -1.175 -0.09
H -3.928 -0.796 -2.236 0.00
H -1.695 -4.224 2.430 0.00
H 5.826 5.045 -3.167 0.00
H -4.010 2.015 6.369 0.00
C -2.649 0.577 -1.183 -0.03
H 3.454 2.582 -4.225 0.00
Sb 1.670 2.120 -1.661 0.11
H -2.422 -3.995 5.453 0.00
C 0.131 -2.667 -1.211 -0.01
C -2.502 -3.828 1.878 0.01
H -2.962 -5.722 0.928 0.00
H 0.465 -1.262 7.020 0.00
C -3.185 -4.662 1.031 -0.03
C 3.535 -2.210 -2.865 0.00
C -3.067 0.589 5.072 0.00
H -4.982 3.332 4.617 0.00
C 5.768 4.749 -1.044 0.00
C -1.340 5.126 -1.973 0.00
Cr 1.536 -0.192 -0.241 4.01
H -0.038 0.159 -3.798 0.01
C -1.778 3.851 -3.923 0.00
H -5.305 -2.464 -0.398 0.00
H -1.406 -3.746 6.878 0.01
H 0.939 -5.391 -3.142 0.00
H 2.451 -4.291 0.660 0.00
H -4.160 -0.957 1.134 -0.01
C -2.788 0.240 3.721 0.01
H 3.987 -3.164 -2.976 0.00
C -2.023 -1.660 -1.748 0.01
H 1.003 -4.206 5.350 0.00
C 1.990 -0.516 -3.617 0.10
C -4.354 2.501 4.361 0.02
C -4.570 -2.862 0.265 -0.02
H 0.376 5.870 -0.174 0.00
C -0.390 -0.256 -0.582 -0.10
H -2.392 3.621 -4.801 0.00
C 5.307 4.516 -2.340 0.00
H -2.988 5.469 -3.235 0.00
H -4.729 -4.937 -0.416 0.00
C -3.905 -2.021 1.137 -0.02
C -3.810 1.702 5.358 -0.01
C -1.932 -3.200 6.091 0.04
C 1.029 -2.961 -0.156 -0.07
H 4.053 0.654 -1.175 0.02
H -1.126 1.711 -0.163 0.00
H -0.066 -0.021 5.944 0.00
H 1.030 0.859 -4.971 0.00
H -2.641 -2.492 6.531 0.00
C 1.691 -4.976 -1.213 0.01
C 0.042 -3.591 -2.264 0.02
C -0.134 4.432 -1.745 -0.01
H 5.029 -1.625 -1.433 0.00
H -0.470 2.189 -4.239 0.00
C 3.619 -0.059 -1.890 -0.06
H -3.369 1.384 -1.121 0.00
H -1.627 5.893 -1.271 0.00
H 4.509 3.845 -4.767 0.00
H 2.822 4.263 -4.402 0.00
C 4.150 3.821 -2.649 0.00
C -2.861 -2.490 1.979 0.11
H 1.814 -2.309 1.559 0.02
N 1.151 -2.005 0.887 -0.05
C -4.056 2.187 3.011 0.00
C 2.486 -1.831 -3.662 0.00
H 1.350 -0.990 5.501 0.00
C 0.865 -4.718 -2.295 0.00
C 3.680 3.629 -4.097 0.00
C -4.225 -4.197 0.225 0.05
C 3.460 3.280 -1.565 -0.03
C 3.932 3.420 -0.287 0.03
H 0.252 -1.805 1.391 0.24
C 1.819 -4.079 -0.180 -0.03
H 1.718 5.317 -1.144 0.00
H 2.270 -5.888 -1.187 0.00
C 2.522 0.344 -2.672 0.04
C -1.366 0.766 -0.631 -0.05
H 1.435 -3.164 3.916 0.00
C -0.681 3.054 -3.653 0.00
H 2.110 -2.564 -4.350 0.00
H -2.651 0.038 5.932 0.00
Ge -0.603 -2.330 5.030 0.08
C 0.395 -1.004 5.993 0.00
```

3.
# C48H50N3O4ReS

C48H50N3O4ReS as an isolated structure (wB97M-V/def2-TZVPD, the OMol25 dataset).

Output
LUMO (alpha / beta) = -2.772 / -3.729 eV
Net charge = +1
HOMO-LUMO gap (alpha / beta) = 7.64 / 6.89 eV
2S+1 = 4
<S²> = 3.788

Structure (XYZ):
```
107
Properties=species:S:1:pos:R:3:mulliken_spin:R:1
C -1.370 -3.856 -1.206 0.03
H 0.324 -4.294 -0.332 0.01
H -0.018 -7.031 1.850 0.00
H 0.489 1.785 -1.924 0.00
C 1.334 -2.361 2.010 0.05
C 3.300 3.673 0.158 0.00
O -0.710 3.462 -1.768 0.00
N -2.678 -3.965 -1.384 0.00
C 3.268 -2.097 -1.761 0.27
H 1.650 -3.961 5.025 0.00
C -2.928 1.268 0.713 0.01
H -1.722 -5.377 1.249 0.00
H -2.258 0.535 1.146 0.00
C -3.013 0.071 -3.043 0.01
C 1.533 2.760 4.174 0.00
H 3.592 0.606 1.746 0.01
H -3.402 3.020 -2.140 0.00
H -4.755 -3.014 0.079 0.00
H 2.903 2.108 5.690 0.00
H -2.424 -2.782 2.966 0.00
C -4.005 1.745 1.447 0.00
H -1.110 6.147 0.182 0.00
C 2.716 -2.148 1.787 0.00
C 3.008 1.207 2.431 0.01
C -2.702 1.720 -0.583 0.00
H -5.712 3.045 1.461 0.00
C 0.250 -6.228 1.166 0.00
C -0.410 -3.161 3.546 0.06
H 4.478 2.261 -3.231 0.00
N 2.263 -1.832 -1.267 -0.20
O 0.191 3.830 0.286 0.00
H -2.225 4.778 -0.013 0.00
C -1.377 -2.700 2.700 -0.05
H 0.953 3.376 4.850 0.00
O 1.604 0.432 0.143 0.06
S -0.582 -2.691 -2.238 -0.02
C -3.504 -0.165 -4.316 0.00
C 3.361 1.268 3.768 0.00
H -3.271 -5.665 -0.304 0.00
H 1.570 4.636 -1.986 0.00
H 4.745 5.222 -0.159 0.00
H -3.593 -3.708 1.222 0.00
C 2.624 2.050 4.646 0.00
H -4.163 1.390 2.458 0.00
C 2.716 2.512 -0.338 -0.01
H -1.378 1.791 -6.069 0.00
H -1.808 -1.775 0.813 0.01
H 0.325 3.266 2.494 0.00
H 4.856 -3.420 -1.961 0.01
H 0.952 -6.629 0.433 0.00
C -1.509 1.193 -1.384 0.03
C 4.543 -2.444 -2.334 -0.01
C -1.844 1.305 -5.221 0.00
Re 0.564 -0.984 -0.764 2.42
C -1.016 -2.107 1.477 0.21
H -4.457 -5.007 -1.417 0.00
N -0.643 -4.576 -0.371 0.00
C -2.930 0.468 -5.410 0.00
C 3.661 -2.599 2.665 0.02
C 0.817 5.297 -1.562 0.00
H 1.288 5.960 -0.836 0.00
C 4.155 2.661 -2.277 0.00
C 3.283 -3.288 3.833 -0.02
H -3.033 -3.287 -2.042 0.00
C -0.320 2.199 -1.300 -0.02
H 3.017 -1.573 0.929 -0.01
C -1.004 -5.700 0.491 0.00
H -4.344 -0.833 -4.460 0.00
H -5.132 -4.525 0.912 0.00
H 2.755 1.081 -1.939 0.00
C -1.946 0.943 -2.840 0.01
C -4.645 3.132 -0.400 0.00
H 5.497 4.333 -2.337 0.00
H -3.331 0.314 -6.404 0.00
C 4.300 4.318 -0.555 0.00
H 4.473 -2.483 -3.421 0.01
O -1.079 -0.022 -0.845 0.06
H 4.042 -3.656 4.511 0.00
H 0.738 -5.439 1.741 0.00
H 2.972 4.071 1.109 0.00
C 4.724 3.822 -1.778 0.00
C 0.194 2.426 0.131 0.00
C 1.960 -3.474 4.109 0.02
C -3.570 2.658 -1.135 0.00
C 0.300 -1.950 1.109 -0.05
H -0.513 2.215 -3.829 0.00
H 4.711 -2.403 2.485 0.00
C 0.958 -3.007 3.225 -0.02
H 5.285 -1.696 -2.053 0.01
C 1.913 1.915 1.947 0.03
C -3.699 -4.744 -0.681 0.00
H -3.475 -0.409 -2.187 0.00
C 1.174 2.692 2.833 0.00
H -1.870 5.838 -1.395 0.00
C -4.867 2.677 0.893 0.00
C -0.280 4.488 -0.885 0.00
H -0.493 1.975 0.853 0.00
H 4.217 0.707 4.124 0.00
C 3.167 2.004 -1.555 -0.02
C -4.331 -3.946 0.454 0.00
C -1.347 1.539 -3.943 0.00
C 1.598 1.801 0.446 0.07
H -5.310 3.865 -0.840 0.00
H 0.382 5.893 -2.364 0.00
C -1.454 5.372 -0.502 0.00
H -1.457 -6.488 -0.112 0.00
H -0.678 -3.627 4.486 0.00
```

4.
# C48H51CaN3O6P4S2

C48H51CaN3O6P4S2 as an isolated structure (wB97M-V/def2-TZVPD, the OMol25 dataset).

Output
LUMO (alpha / beta) = 1.981 / 1.981 eV
Net charge = -1
HOMO-LUMO gap (alpha / beta) = 4.38 / 5.69 eV
2S+1 = 2
<S²> = 0.760

Structure (XYZ):
```
115
Properties=species:S:1:pos:R:3:mulliken_spin:R:1
H -5.276 -1.885 -3.302 0.00
H -4.015 2.287 1.272 0.00
H 5.734 -3.861 -0.320 0.00
C 5.112 1.659 -0.468 -0.01
S 1.618 -3.423 -2.005 0.04
C -1.664 3.526 3.359 0.00
H 6.088 0.473 5.076 0.00
H -3.083 -1.836 3.834 0.00
H -0.286 4.587 0.973 0.00
O -1.953 0.427 -2.841 0.00
H -2.421 4.639 5.028 0.00
H -3.981 -3.927 -2.771 0.00
C 3.733 0.556 -4.014 -0.05
C -3.292 -0.940 3.263 0.00
O 0.251 1.323 -2.444 0.00
H -0.575 -3.210 1.698 0.00
H -0.992 6.308 -0.635 0.00
O 2.517 -0.979 -2.241 -0.03
C -1.653 3.966 4.670 0.00
H 4.460 -1.782 -0.280 -0.02
H -1.823 -5.093 -4.456 0.00
C 5.634 -0.910 -3.944 -0.02
C -1.450 5.327 -0.663 0.00
C 4.618 0.735 0.438 0.01
C 3.248 0.500 0.531 0.01
H -0.664 -3.363 -5.760 0.00
H -1.807 -5.596 -2.753 0.00
H -4.423 -3.284 -0.356 0.00
C -1.053 4.357 0.244 0.00
C -2.578 2.796 -0.759 0.00
H -4.866 0.971 -2.235 0.00
H 1.322 1.066 -0.237 0.01
H -1.989 -1.541 0.700 0.00
H -2.183 -2.427 -5.749 0.00
C 0.363 2.290 3.720 0.00
C -1.135 -2.433 -5.431 0.00
H -6.185 -0.159 -1.845 0.00
H 2.875 -2.833 3.566 0.00
C -1.627 3.088 0.217 0.00
O 1.349 1.545 3.145 0.00
H 2.191 2.686 -1.838 0.01
H -5.166 -1.951 0.525 0.00
H -3.725 3.528 -2.406 0.00
P -0.980 1.756 1.287 0.00
C -3.803 1.378 1.820 0.00
C -1.383 -4.895 -3.476 0.00
O -1.006 -2.258 -4.038 0.00
C -2.427 5.040 -1.607 0.00
H -5.859 1.048 2.315 0.00
H 4.999 -1.025 3.451 0.00
H 2.810 3.195 4.738 0.00
P 2.515 -0.673 1.745 0.01
H -2.467 3.831 2.699 0.00
N 3.295 1.540 -4.446 0.14
C 4.412 -2.443 0.576 0.02
C -2.986 3.772 -1.654 0.00
S -0.663 0.824 -3.555 0.00
C -4.975 -2.350 -0.474 0.00
C 3.253 2.239 4.510 0.00
H 4.627 3.078 -2.008 0.00
H 6.181 1.809 -0.554 0.00
P -1.712 -3.184 -2.891 0.00
C 1.534 -1.767 -1.800 0.03
H -2.734 5.797 -2.318 0.00
C 3.604 -2.139 1.664 0.00
H -3.792 -1.046 -3.803 0.00
C 4.512 1.926 5.008 0.00
H -0.686 3.765 6.575 0.00
C -4.845 0.680 2.415 0.00
C -0.871 -3.161 0.646 0.00
H -1.230 -0.600 2.770 0.00
C -4.595 -0.481 3.131 0.00
H 5.308 0.181 1.062 0.00
C -0.686 2.665 2.871 0.00
H 1.066 2.272 5.753 0.00
C 2.876 2.165 -1.183 -0.03
H -5.930 -2.565 -0.960 0.00
C 3.512 -3.055 2.715 0.00
C -3.509 -3.146 -3.379 0.00
C 5.136 -3.629 0.551 0.00
C 4.316 -0.629 -3.515 0.28
H -0.049 -3.490 0.009 0.00
C 5.054 -4.521 1.606 0.00
C -1.107 2.363 -4.391 0.00
H -0.306 -5.051 -3.507 0.00
H -0.427 2.514 -5.227 0.00
C -2.497 0.909 1.917 0.00
H -3.636 -3.448 -4.423 0.00
C 4.494 -0.122 3.768 0.00
C -0.675 3.487 5.529 0.00
H 5.607 -5.451 1.575 0.00
H -1.745 -3.792 0.471 0.00
N 6.712 -1.133 -4.302 0.11
C 3.249 0.178 3.230 0.00
C -5.213 0.222 -1.520 0.00
C 0.330 2.654 5.065 0.00
N 3.721 -1.563 -2.722 0.49
O -1.162 -1.808 0.280 0.00
H 5.015 2.633 5.655 0.00
C -4.197 -1.803 -3.127 0.00
C 4.236 -4.234 2.694 0.00
Ca -0.288 -0.334 -1.162 -0.01
C 4.241 2.376 -1.280 0.01
H -0.620 -1.595 -5.901 0.00
H -5.412 -1.025 3.589 0.00
H -1.008 3.169 -3.666 0.00
P -3.957 -1.126 -1.421 0.00
H -5.325 0.701 -0.547 0.00
H 4.156 -4.934 3.516 0.00
C 2.605 1.332 3.684 0.00
C 5.116 0.728 4.674 0.00
C 2.390 1.231 -0.281 -0.01
H -2.133 2.265 -4.741 0.00
H -2.980 1.795 -0.849 0.00
C -2.252 -0.249 2.659 0.00
```

Number 1: energy -149671.494 eV. Number 2: energy -200059.826 eV. Number 3: energy -76208.598 eV. Number 4: energy -144623.167 eV.